{
  "formula": "C5H10NO2",
  "method": "the ωB97M-V functional and the def2-TZVPD basis",
  "elements": ["O", "C", "C", "C", "C", "C", "O", "N", "H", "H", "H", "H", "H", "H", "H", "H", "H", "H"],
  "positions_angstrom": [[0.8590, 2.6006, 1.2612], [-0.0117, 1.8388, 1.5593], [-0.0535, 0.3634, 1.1104], [0.7907, 0.0952, -0.1348], [0.3189, -1.1911, -0.8648], [-0.5594, -0.9355, -2.1133], [-0.9626, -2.0874, -2.6537], [0.0736, -0.3606, 2.1973], [-0.8589, 2.1000, 2.2296], [-2.0970, 0.4061, 0.4840], [1.7643, -0.1072, 0.2937], [0.6342, 0.9245, -0.8234], [-0.3083, -1.8607, -0.2629], [1.1494, -1.8170, -1.1994], [-0.0283, -0.2240, -2.8303], [-1.4508, -0.3252, -1.7656], [-0.3878, -1.2635, 2.1071], [-1.3332, 0.2102, 0.7749]],
  "forces_ev_per_angstrom": [[0.205, 0.343, 0.069], [-0.607, -0.383, -0.257], [5.165, 0.563, 2.343], [-2.567, -1.824, -0.635], [0.005, 0.169, -0.426], [-0.672, -0.302, -0.296], [0.147, -0.028, -0.274], [-2.652, 0.718, 0.089], [0.198, 0.120, 0.100], [0.983, -0.201, 0.100], [0.314, 0.787, -0.260], [0.779, 0.163, 0.008], [0.167, 0.197, 0.313], [0.137, 0.140, 0.029], [0.139, -0.211, 0.397], [0.229, 0.322, 0.161], [1.417, -0.730, -0.328], [-3.386, 0.155, -1.135]],
  "homo_lumo_gap_ev": 4.9,
  "total_charge": -1,
  "e_above_lowest_ev": 6.8451,
  "homo_energy_ha": -0.09129,
  "e_tot_ev": -10927.41955
}

***

{
  "formula": "C28H77N7O7",
  "method": "the ωB97M-V functional and the def2-TZVPD basis",
  "elements": ["C", "O", "C", "C", "C", "N", "H", "H", "H", "H", "H", "H", "H", "H", "H", "H", "H", "C", "O", "C", "C", "C", "N", "H", "H", "H", "H", "H", "H", "H", "H", "H", "H", "H", "C", "O", "C", "C", "C", "N", "H", "H", "H", "H", "H", "H", "H", "H", "H", "H", "H", "C", "O", "C", "C", "C", "N", "H", "H", "H", "H", "H", "H", "H", "H", "H", "H", "H", "C", "O", "C", "C", "C", "N", "H", "H", "H", "H", "H", "H", "H", "H", "H", "H", "H", "C", "O", "C", "C", "C", "N", "H", "H", "H", "H", "H", "H", "H", "H", "H", "H", "H", "C", "O", "C", "C", "C", "N", "H", "H", "H", "H", "H", "H", "H", "H", "H", "H", "H"],
  "positions_angstrom": [[-0.9011, 0.4731, -2.5478], [-0.2269, 0.0294, -1.3547], [-0.0590, 1.0969, -0.4260], [0.2602, 0.5794, 1.0058], [-0.9819, 0.1402, 1.7859], [0.9148, 1.6600, 1.7851], [-1.8834, 0.8566, -2.2717], [-1.0710, -0.3404, -3.2531], [-0.3178, 1.2469, -3.0468], [0.7379, 1.7430, -0.7942], [-0.9534, 1.7159, -0.4963], [0.9047, -0.2996, 1.0124], [-1.6547, 0.9837, 1.9401], [-0.6861, -0.1188, 2.8025], [-1.5314, -0.7437, 1.4620], [0.8880, 2.5967, 1.4084], [0.3568, 1.9090, 2.5893], [-3.2704, -2.0136, -1.0714], [-4.5368, -1.6454, -1.6089], [-5.6768, -2.1315, -0.7714], [-5.9436, -3.6668, -0.7435], [-6.5235, -4.1259, -2.1161], [-6.8762, -4.0382, 0.3284], [-2.5612, -1.5133, -1.7309], [-3.1763, -3.0995, -1.0700], [-3.1031, -1.5865, -0.0826], [-5.3974, -1.8583, 0.2462], [-6.5639, -1.5214, -0.9412], [-4.9796, -4.1149, -0.5024], [-6.2254, -5.1726, -2.1758], [-6.0606, -3.6818, -2.9974], [-7.6131, -4.1068, -2.1375], [-7.1015, -4.9973, 0.1058], [-7.6812, -3.5060, 0.0305], [2.8489, -0.0842, -4.3147], [2.6765, 0.3387, -5.6548], [3.7785, 1.0147, -6.2650], [3.3764, 1.5168, -7.6710], [2.3923, 2.7267, -7.6107], [2.8700, 0.3977, -8.5014], [1.9217, -0.5056, -3.9263], [3.2522, 0.7435, -3.7312], [3.4561, -0.9878, -4.2622], [4.1188, 1.8556, -5.6607], [4.6246, 0.3466, -6.4259], [4.2821, 1.8375, -8.1857], [1.4765, 2.5335, -7.0521], [2.0857, 3.2167, -8.5348], [2.8808, 3.5127, -7.0349], [2.5040, 0.8238, -9.3407], [1.9805, 0.0939, -8.1319], [2.2302, 4.1446, 0.0297], [0.8916, 4.1444, 0.6046], [0.5547, 5.4172, 1.0642], [-0.7291, 5.2388, 1.9057], [-1.8849, 4.7930, 0.9168], [-1.0629, 6.4624, 2.6067], [2.1252, 4.5140, -0.9905], [2.7254, 3.1737, 0.0400], [2.9069, 4.7683, 0.6137], [1.3009, 5.7007, 1.8064], [0.3764, 6.1427, 0.2705], [-0.6273, 4.5751, 2.7643], [-2.8019, 4.9098, 1.4942], [-1.7377, 3.7909, 0.5141], [-1.9080, 5.4277, 0.0309], [-0.9688, 7.2760, 2.0156], [-2.0537, 6.5743, 2.7675], [5.8707, 3.5388, 2.0224], [5.2022, 2.5338, 1.3453], [4.1641, 1.8261, 2.0712], [4.2955, 0.3118, 1.4951], [3.7734, 0.2275, 0.0662], [3.4703, -0.6164, 2.2664], [5.1871, 4.3219, 2.3504], [6.5316, 4.0831, 1.3479], [6.3915, 3.3115, 2.9525], [4.3271, 1.7778, 3.1479], [3.1720, 2.2598, 1.9454], [5.3592, 0.0806, 1.5524], [2.8317, 0.7705, -0.0140], [3.6252, -0.7460, -0.4012], [4.3075, 0.8233, -0.6740], [2.5351, -0.2394, 2.3240], [3.4573, -1.5047, 1.7860], [0.1151, -3.3896, -3.9061], [0.6227, -4.2928, -2.8421], [0.9430, -3.5672, -1.6249], [0.9819, -4.4587, -0.3995], [1.1579, -3.7714, 0.9377], [2.1359, -5.3660, -0.4755], [-0.8014, -2.8548, -3.6572], [0.0111, -3.9346, -4.8444], [0.7811, -2.5406, -4.0603], [1.9331, -3.1116, -1.6418], [0.2553, -2.7238, -1.5636], [0.0907, -5.0677, -0.2477], [0.2880, -3.1304, 1.0808], [2.0439, -3.1369, 0.9594], [1.1387, -4.4457, 1.7939], [2.2406, -5.6187, -1.4478], [2.0189, -6.2538, -0.0084], [0.0988, -0.5585, 5.4486], [-1.3471, -0.5863, 5.5541], [-1.8339, -1.4503, 6.6186], [-3.3286, -1.8484, 6.3379], [-4.2650, -0.6958, 5.9271], [-4.0180, -2.3474, 7.5034], [0.5851, -0.5159, 6.4232], [0.4838, 0.3054, 4.9069], [0.4560, -1.5034, 5.0392], [-1.2743, -2.3854, 6.5946], [-1.7204, -0.8632, 7.5299], [-3.1960, -2.6065, 5.5660], [-3.9476, -0.5345, 4.8969], [-4.0634, 0.2261, 6.4727], [-5.3044, -1.0152, 6.0025], [-3.3266, -3.0152, 7.8134], [-4.8240, -2.8837, 7.2155]],
  "forces_ev_per_angstrom": [[0.270, -0.039, 0.844], [-0.346, -0.347, -0.534], [0.324, -0.624, -0.216], [-1.097, 0.808, 0.052], [-0.088, 0.093, 0.660], [-0.163, -0.249, 0.574], [-0.134, 0.245, -0.053], [0.333, -0.247, 0.277], [0.022, 0.158, -0.078], [0.418, 0.079, 0.102], [-0.310, 0.118, 0.680], [0.319, 0.118, -0.687], [-0.289, 0.036, -0.360], [0.270, -0.071, 0.107], [0.098, 0.165, -0.587], [0.189, -0.188, -1.268], [-0.239, -0.834, 0.675], [-0.591, 0.516, -0.583], [-2.022, -0.966, 0.819], [1.598, 0.243, 0.936], [0.144, 1.367, -1.497], [1.355, -0.998, 0.587], [0.517, 0.796, -0.543], [0.219, -0.460, 0.003], [0.448, 0.016, 0.067], [-0.174, -0.153, 0.297], [0.062, -0.020, 0.345], [0.023, -0.135, -0.804], [-0.016, -0.298, -0.364], [-0.315, -0.345, -0.246], [-0.179, 0.430, 0.147], [0.057, 0.390, -0.054], [-0.285, -0.336, 0.338], [-0.805, -0.070, 0.565], [0.245, -0.457, -0.614], [-0.197, 0.308, -0.452], [-0.466, -0.309, -0.628], [-1.241, 0.132, -0.199], [0.490, 0.172, 0.915], [-0.326, 0.388, 0.173], [-0.454, 0.853, -0.049], [-0.059, -0.211, 0.427], [0.886, 0.200, -0.042], [-0.050, 0.156, 0.214], [0.075, -0.322, 0.246], [0.184, 0.169, 0.254], [-0.017, -0.490, -0.016], [0.305, -0.504, -0.396], [0.140, 0.199, 0.070], [0.501, 0.180, -0.668], [-0.038, -0.452, 0.838], [-0.560, 0.254, 0.005], [1.575, -0.313, -1.029], [-0.901, -0.598, 2.469], [-1.370, 0.104, -1.565], [0.958, 0.155, 1.019], [-0.079, 1.616, -0.241], [0.362, 0.048, -0.064], [-0.693, -0.281, -0.062], [-0.144, 0.356, 0.007], [0.427, 0.729, -0.369], [0.226, 0.147, -0.098], [0.419, -0.882, -0.655], [-0.274, -0.378, -0.390], [-0.164, -0.176, 0.405], [-0.027, 0.398, 0.162], [0.765, 0.265, -0.431], [-0.376, -0.827, 0.501], [-0.447, 1.689, 0.445], [-0.568, -0.793, 0.280], [1.217, -1.885, -0.969], [-1.355, 1.298, -0.103], [0.015, 1.708, -1.350], [0.766, 0.248, 1.035], [-0.546, 0.249, 0.057], [0.248, -0.503, -0.161], [0.298, -0.873, -0.099], [0.483, 0.086, 0.112], [0.128, -0.080, -0.394], [-0.077, -0.199, 0.161], [-0.558, -0.387, 0.480], [0.179, -0.288, 0.528], [0.873, -0.075, 0.053], [-0.190, -0.062, -0.077], [-0.209, -0.075, 0.085], [0.944, -0.202, 1.166], [-0.448, 1.313, -0.524], [-0.329, 0.164, -0.382], [0.198, -1.590, 1.309], [-0.932, 1.502, -0.162], [0.564, -0.043, -1.360], [-0.529, -0.653, 0.412], [0.022, -0.189, 0.357], [0.663, -0.231, -0.109], [0.398, 0.033, -0.577], [-0.301, -0.054, 0.540], [-0.578, 0.148, -0.695], [-0.095, 0.373, 0.203], [0.122, -0.152, 0.056], [0.326, -0.273, -0.300], [0.265, -0.172, -0.284], [-0.347, 0.128, 0.369], [-0.623, -0.695, 0.898], [0.510, -0.233, 0.003], [-0.752, 0.968, -0.975], [-0.347, 1.914, -0.160], [1.802, -0.285, -1.603], [1.752, -1.056, 0.930], [-0.225, 0.191, 0.422], [-0.570, -0.117, -0.325], [0.028, 0.029, -0.514], [0.337, -0.010, 0.435], [-0.024, -0.431, 0.427], [-0.539, -0.006, -0.472], [-0.720, 0.625, -0.329], [-0.145, -0.220, 0.244], [0.117, 0.168, -0.096], [-0.406, -0.773, 1.150], [-0.132, -0.052, -0.072]],
  "homo_lumo_gap_ev": 9.3,
  "total_charge": 0,
  "e_above_lowest_ev": 4.2045,
  "homo_energy_ha": -0.32352,
  "e_tot_ev": -55040.93078
}

***

{
  "formula": "C5H8S2",
  "method": "the ωB97M-V functional and the def2-TZVPD basis",
  "elements": ["C", "C", "C", "S", "C", "S", "C", "H", "H", "H", "H", "H", "H", "H", "H"],
  "positions_angstrom": [[1.4461, 0.8521, -0.9328], [0.2348, 1.2616, -0.0830], [-1.0948, 0.5039, -0.1055], [-1.3603, -0.9975, -0.9989], [-0.7568, -2.1165, 0.2982], [0.5578, -1.2694, 1.2245], [-0.1785, 0.3843, 1.0464], [1.4977, 1.3370, -1.8335], [1.5618, -0.2193, -1.0446], [2.2969, 1.2713, -0.4291], [0.0434, 2.3375, 0.0924], [-1.9775, 1.1871, 0.0073], [-1.5737, -2.4082, 0.9354], [-0.3254, -3.0050, -0.1543], [-0.3716, 0.8811, 1.9775]],
  "forces_ev_per_angstrom": [[-0.683, 0.038, 2.385], [0.172, -0.322, -1.160], [-0.968, 1.430, -0.046], [0.110, -0.301, -0.350], [0.245, 0.283, -0.080], [-0.466, 0.381, -0.027], [0.734, -0.395, 0.955], [-0.457, 0.980, -2.592], [-0.094, 0.029, 0.010], [0.748, -0.213, 0.583], [0.549, -0.671, -0.169], [0.744, -1.038, -0.054], [-0.246, -0.085, 0.344], [0.014, -0.011, -0.145], [-0.403, -0.103, 0.347]],
  "homo_lumo_gap_ev": 9.3,
  "total_charge": 0,
  "e_above_lowest_ev": 1.0672,
  "homo_energy_ha": -0.31178,
  "e_tot_ev": -26984.09053
}